Entry 1:
# C32H55AsF6N5O6S3

A molecular structure, C32H55AsF6N5O6S3 at a distorted geometry (ωB97M-V/def2-TZVPD, OMol25).

Values from the calculation:
HOMO energy = -6.1 eV
gap between HOMO and LUMO = 7.801 eV
energy = -6007.2165 Eh
charge = -1
strongest force on any atom = 3.1 eV/Å
spin multiplicity = 1

Geometry as XYZ:
```
108
Properties=species:S:1:pos:R:3:lowdin_charge:R:1
As 0.117 -0.441 -0.009 0.95
S -6.549 -1.554 -0.839 0.72
S 1.973 -4.840 3.789 0.73
S 6.673 -0.559 -1.145 0.69
F -0.390 1.243 0.397 -0.29
F 0.814 0.176 -1.504 -0.25
F -1.476 -0.619 -0.843 -0.28
F 1.672 -0.208 0.861 -0.27
F 0.531 -2.172 -0.527 -0.30
F -0.648 -0.983 1.515 -0.28
O 7.028 -0.605 0.256 -0.34
O 7.648 -0.876 -2.203 -0.36
O 2.765 -5.910 4.444 -0.37
O -6.910 -1.798 0.550 -0.36
O -7.240 -2.230 -1.979 -0.37
O 1.441 -3.755 4.618 -0.36
N 4.453 4.420 -1.580 0.15
N 2.141 -2.879 -6.051 0.12
N -1.786 2.839 -1.585 0.03
N -4.224 2.459 1.311 0.16
N 0.682 0.318 3.859 0.02
C -2.729 4.232 -2.988 -0.14
C -3.496 0.183 2.434 -0.15
C 2.103 -4.942 1.118 -0.21
C 4.760 0.642 -2.642 -0.19
C 5.159 -1.549 -1.440 -0.20
C 0.568 -5.637 2.840 -0.21
C 0.045 -0.506 -4.480 -0.25
C -4.465 -0.712 -2.251 -0.22
C 0.262 1.601 4.134 -0.13
C 4.047 4.182 -0.545 -0.24
C -5.118 0.543 -1.849 -0.25
C 0.566 -5.028 1.431 -0.20
C -5.031 0.498 4.495 -0.13
C 2.736 -4.082 2.248 -0.19
C 1.541 -0.089 4.868 -0.12
C -1.129 2.744 -2.820 -0.13
C 1.188 4.339 0.247 -0.11
C -4.723 -1.691 -1.023 -0.18
C -2.687 3.886 -1.633 -0.12
C 1.485 -2.467 -5.180 -0.23
C -6.505 0.282 -1.211 -0.18
C 1.196 0.508 -4.731 -0.09
C 5.893 1.003 -1.661 -0.23
C 1.618 0.900 5.864 -0.12
C 0.817 1.960 5.401 -0.13
C 3.588 3.812 0.831 -0.17
C 4.037 -0.559 -1.937 -0.19
C 2.316 4.602 1.180 -0.28
C -4.589 -0.446 3.403 -0.22
C -3.956 1.429 1.788 -0.21
C 0.634 -1.860 -4.130 -0.19
C -1.708 3.595 -3.683 -0.14
H 0.085 -4.061 1.284 0.10
H 2.599 -5.911 1.174 0.11
H -3.384 -0.625 -2.361 0.09
H 0.697 2.969 5.769 0.08
H 3.376 -1.135 -2.586 0.09
H -4.433 -2.724 -1.219 0.10
H 3.817 -3.969 2.325 0.10
H -2.637 0.502 3.024 0.10
H 1.478 4.499 -0.792 0.08
H -0.181 -2.581 -4.057 0.12
H -4.555 1.125 -1.120 0.09
H 5.487 -2.258 -2.200 0.09
H 2.309 -4.554 0.120 0.10
H -3.149 -0.586 1.743 0.09
H -5.495 -0.782 2.898 0.09
H 0.435 5.055 0.575 0.08
H 4.352 3.989 1.587 0.12
H 2.571 5.662 1.173 0.11
H -1.316 3.828 -4.662 0.09
H -3.341 4.126 -0.808 0.08
H 0.519 -0.143 2.976 0.08
H -4.259 0.771 5.215 0.07
H 0.838 1.526 -4.886 0.07
H -0.302 -5.375 3.441 0.09
H -4.329 -1.349 -0.065 0.08
H 0.046 -5.659 0.710 0.11
H -0.353 1.994 -2.856 0.08
H 1.219 -1.819 -3.211 0.09
H 2.082 4.333 2.210 0.11
H -0.604 -0.379 -5.346 0.12
H -4.806 -1.004 -3.244 0.12
H 4.053 1.468 -2.720 0.10
H 3.381 2.744 0.777 0.11
H 5.185 0.340 -3.599 0.12
H 6.698 1.582 -2.113 0.10
H -5.419 1.464 4.172 0.07
H 2.202 -3.135 2.318 0.08
H -0.442 -0.203 -3.554 0.07
H -3.457 4.902 -3.420 0.08
H 2.083 0.833 6.836 0.08
H -6.464 0.733 -0.220 0.08
H 1.949 -1.085 4.786 0.09
H 0.799 -6.702 2.838 0.10
H 5.479 1.462 -0.763 0.09
H -1.507 2.286 -0.787 0.09
H -7.416 0.660 -1.676 0.10
H 0.753 3.341 0.301 0.06
H 3.387 -0.236 -1.124 0.08
H 1.682 0.123 -5.628 0.07
H -5.193 1.222 -2.699 0.12
H 4.969 -2.030 -0.480 0.09
H -5.861 0.230 5.148 0.07
H 1.876 0.430 -3.883 0.05
H -4.247 -1.385 3.838 0.11
H -0.392 2.091 3.428 0.09
```

***

Entry 2:
# C32H55Br6NO20

A molecular structure, C32H55Br6NO20 at a distorted geometry (ωB97M-V/def2-TZVPD, OMol25).

Values from the calculation:
HOMO energy = -9.8 eV
gap between HOMO and LUMO = 9.547 eV
energy = -18255.7524 Eh
strongest force on any atom = 4.4 eV/Å
spin multiplicity = 1

Geometry as XYZ:
```
114
Properties=species:S:1:pos:R:3:lowdin_charge:R:1
Br 2.859 -4.290 -0.794 0.51
Br 2.613 -6.639 -2.991 0.56
Br -1.220 -4.807 1.300 0.50
Br 0.586 -4.110 -3.113 0.62
Br -3.221 -3.693 3.866 0.59
Br -1.897 -6.607 4.016 0.55
O 2.723 4.453 -1.206 0.00
O 2.104 1.385 6.675 0.10
O 0.981 3.861 -2.642 0.07
O 1.346 0.552 8.576 -0.01
O 0.693 0.191 1.881 0.04
O 0.288 -0.781 -5.756 0.03
O -5.982 -0.235 2.786 0.05
O 1.577 0.206 -4.598 0.02
O -4.993 1.217 1.545 0.04
O -3.714 -0.321 2.614 0.09
O 2.735 -3.185 3.149 0.11
O -3.366 0.555 -6.550 0.01
O 0.878 -0.563 6.809 0.04
O 1.939 -2.028 -4.660 0.00
O -0.538 -1.633 2.063 0.04
O -2.362 2.064 -5.499 0.01
O -4.004 2.675 -6.914 0.12
O 2.991 4.530 -3.355 0.03
O 4.275 -1.460 3.415 0.00
O 4.164 -3.034 4.940 0.00
N -0.120 -0.621 1.466 -0.29
C 3.617 -2.617 3.753 -0.52
C 1.918 1.551 9.400 -0.03
C 2.136 4.263 -2.422 -0.57
C 4.499 -4.242 6.900 -0.06
C -2.212 3.254 -4.767 -0.18
C 1.570 0.470 7.286 -0.60
C -1.171 -1.060 -2.100 -0.05
C -6.038 -1.446 3.514 -0.27
C -0.849 -1.379 -0.789 0.00
C 2.155 3.901 0.011 -0.01
C -0.440 -1.911 -6.198 -0.03
C -3.349 1.836 -6.332 -0.65
C -4.303 0.065 -7.544 0.00
C 1.329 -0.997 -5.019 -0.64
C -0.494 -0.334 0.053 -0.13
C 4.048 0.204 -4.288 -0.06
C -0.270 0.720 5.010 -0.07
C -3.424 3.370 -3.829 -0.05
C 3.764 -0.666 2.345 -0.06
C 3.852 4.419 -5.465 -0.07
C -7.450 -1.830 3.935 -0.07
C 2.636 4.827 -4.726 -0.19
C -1.683 -4.805 3.330 -1.47
C 0.494 -0.481 5.432 -0.21
C -3.933 1.860 0.956 -0.07
C -0.591 0.995 -0.320 0.00
C 2.692 0.638 -3.700 -0.12
C 3.763 -4.292 5.523 -0.20
C -0.907 1.275 -1.664 -0.08
C -1.119 0.278 -2.535 -0.06
C 2.435 -4.729 -2.694 -1.49
C -4.785 0.203 2.342 -0.56
H 2.335 5.842 -4.986 0.13
H -4.687 -0.876 -7.151 0.10
H 2.946 1.203 9.505 0.10
H -0.677 0.576 4.009 0.06
H -3.714 0.032 -8.460 0.10
H -1.187 -1.876 -2.807 0.06
H 0.007 -1.442 5.263 0.13
H 5.546 -4.520 6.779 0.07
H 0.244 -2.495 -6.814 0.10
H -1.265 -1.801 -6.902 0.09
H -8.007 -1.940 3.005 0.08
H -0.857 -2.405 -0.451 0.07
H 1.404 1.539 10.361 0.09
H 3.280 -4.300 -3.231 -0.02
H 4.473 -0.496 1.535 0.09
H 3.988 -5.189 4.946 0.12
H 4.094 0.348 -5.368 0.08
H 3.977 -4.891 7.603 0.07
H 3.543 0.338 2.707 0.09
H 3.912 3.332 -5.410 0.07
H 4.800 4.746 -5.037 0.09
H -2.205 4.058 -5.503 0.12
H 1.918 4.798 0.584 0.10
H 0.381 1.573 4.818 0.08
H -0.759 -4.464 3.798 -0.04
H -4.097 4.171 -4.135 0.08
H 1.751 4.225 -4.931 0.12
H -4.148 2.561 -3.735 0.09
H -5.141 0.748 -7.687 0.09
H 4.703 0.944 -3.829 0.08
H 1.904 2.552 8.970 0.09
H -2.985 1.826 1.491 0.09
H 2.719 1.727 -3.664 0.09
H 1.406 -0.475 4.835 0.12
H -3.784 1.788 -0.122 0.10
H 3.734 4.564 -6.539 0.09
H 2.900 3.300 0.533 0.09
H 1.278 3.264 -0.107 0.07
H -1.134 0.586 -3.570 0.10
H -1.144 2.287 -1.958 0.09
H 2.540 0.284 -2.680 0.13
H -4.174 2.907 1.138 0.10
H -1.100 0.959 5.674 0.09
H -7.789 -0.982 4.530 0.08
H -1.253 3.206 -4.250 0.11
H 4.229 -0.869 -4.218 0.07
H -3.104 3.568 -2.806 0.06
H 2.685 -4.411 5.626 0.11
H -7.630 -2.705 4.559 0.08
H -0.323 1.764 0.390 0.10
H 2.830 -1.002 1.896 0.07
H 4.398 -3.251 7.341 0.07
H -5.701 -2.327 2.967 0.09
H -5.513 -1.356 4.464 0.12
H -0.773 -2.567 -5.394 0.07
```

***

Entry 3:
# C32H55Cl36N3O2S2

A molecular structure, C32H55Cl36N3O2S2 at a distorted geometry (ωB97M-V/def2-TZVPD, OMol25).

Values from the calculation:
HOMO energy = -8.4 eV
gap between HOMO and LUMO = 7.973 eV
energy = -18930.2364 Eh
strongest force on any atom = 4.2 eV/Å
spin multiplicity = 1

Geometry as XYZ:
```
130
Properties=species:S:1:pos:R:3:lowdin_charge:R:1
Cl -0.725 -4.194 5.733 0.51
Cl -3.437 -1.471 -4.431 0.49
Cl 3.092 0.220 2.174 0.51
Cl -6.389 -3.476 10.923 0.54
Cl -6.196 -6.392 5.947 0.51
Cl -0.879 -2.635 -3.814 0.76
Cl 0.601 6.077 -5.058 0.53
Cl 3.250 3.738 -7.924 0.53
Cl 1.322 7.022 -2.387 0.56
Cl -3.218 -0.146 4.523 0.50
Cl 0.563 8.822 -6.822 0.52
Cl -7.082 -10.381 3.392 0.50
Cl 4.980 -7.117 7.655 0.49
Cl -4.751 6.165 6.236 0.49
Cl 7.056 -1.077 -7.136 0.53
Cl -2.963 1.815 -2.862 0.56
Cl -8.698 -5.522 7.751 0.57
Cl 4.977 0.970 -6.924 0.54
Cl 2.185 -2.969 3.434 0.50
Cl 4.766 -4.202 4.043 0.54
Cl -2.635 2.699 4.193 0.53
Cl 4.753 6.187 -8.474 0.50
Cl -9.363 -9.851 5.148 0.50
Cl -3.083 -3.990 7.442 0.53
Cl -3.750 7.688 3.946 0.50
Cl 9.431 -1.917 -11.534 0.50
Cl -7.236 -5.481 3.364 0.51
Cl -5.486 3.252 -3.226 0.51
Cl 4.311 2.303 3.825 0.51
Cl 3.437 9.210 -6.271 0.53
Cl -4.864 -1.000 10.574 0.51
Cl -10.206 -3.056 8.220 0.52
Cl -6.750 -1.414 4.575 0.53
Cl 7.350 -7.429 5.964 0.50
Cl -6.754 0.934 2.840 0.57
Cl 7.361 0.137 -11.320 0.49
S -0.754 0.871 1.486 0.96
S -1.072 4.781 -1.175 0.77
O 5.110 2.433 -1.964 -0.02
O 4.757 1.165 -3.740 0.10
N 1.245 -2.980 -3.105 -0.20
N -0.975 2.303 0.802 -0.21
N 0.057 0.050 0.358 -0.22
C 3.003 -4.364 4.136 -1.01
C 0.944 1.658 -2.830 -0.14
C 3.538 3.254 -3.612 -0.07
C 0.910 0.638 -1.910 -0.10
C -4.710 1.788 -2.610 -1.02
C 2.433 2.819 -4.580 -0.20
C -8.137 -9.144 4.088 -1.05
C -9.390 -4.434 8.964 -1.00
C 6.216 -6.289 6.697 -1.04
C -1.898 -3.102 6.473 -1.02
C 1.836 6.865 -4.077 -0.99
C 8.024 -1.348 -10.628 -1.05
C -2.621 -2.834 -3.649 -0.95
C 4.218 0.570 3.488 -1.02
C -7.165 -5.174 5.107 -1.06
C 5.562 0.302 -0.841 -0.07
C 5.643 -0.508 -6.230 -1.01
C -4.799 -2.764 10.610 -1.02
C 0.312 2.932 -2.585 -0.08
C 1.569 -0.732 -2.035 -0.11
C 4.761 4.420 -8.540 -1.01
C 4.480 2.171 -3.152 -0.46
C 2.107 9.464 -7.408 -0.99
C 1.638 1.550 -4.184 -0.12
C 4.688 1.553 -0.926 -0.24
C -3.866 1.437 4.066 -1.06
C 1.398 -1.491 -3.357 -0.35
C -7.161 -0.782 2.976 -0.98
C -0.324 3.174 -1.412 -0.57
C 0.203 0.918 -0.670 -0.29
C -0.400 2.186 -0.397 -0.42
C -3.346 6.549 5.233 -1.03
H 2.716 -4.451 5.178 0.02
H 2.353 8.968 -8.339 0.02
H -2.581 6.990 5.862 0.02
H 1.715 3.635 -4.680 0.05
H -2.857 -2.828 -2.591 0.03
H -1.375 -2.401 7.112 0.03
H 7.259 -2.115 -10.652 0.03
H 2.840 2.667 -5.579 0.03
H -7.531 -8.458 4.668 -0.04
H 2.347 -1.421 -3.909 0.10
H -8.173 -5.196 5.504 -0.06
H 5.203 0.216 3.205 0.03
H 4.679 2.043 0.047 0.11
H 6.578 0.604 -0.580 0.08
H 4.172 3.966 -4.158 0.13
H 5.939 -0.308 -5.208 0.01
H -8.585 -4.067 9.589 -0.05
H 3.878 0.057 4.381 0.02
H -2.980 5.632 4.785 -0.02
H 1.143 -1.359 -1.251 0.10
H 3.653 1.233 -1.099 0.10
H 4.881 -1.279 -6.255 0.03
H -8.227 -0.900 2.820 0.03
H 2.201 -3.273 -2.881 0.08
H 8.323 -1.152 -9.606 -0.03
H 2.637 -0.582 -1.849 0.11
H -2.421 -2.573 5.687 -0.02
H -4.210 1.388 3.044 -0.03
H 1.997 10.530 -7.570 0.02
H 2.742 6.269 -4.109 0.02
H 5.198 -0.321 -0.025 0.05
H -4.457 -3.118 9.647 -0.04
H -8.634 -8.618 3.282 0.02
H -5.122 0.930 -3.130 0.01
H -4.119 -3.073 11.395 0.03
H 2.323 0.707 -4.251 0.09
H 6.767 -5.618 7.345 0.03
H 2.023 7.852 -4.477 -0.05
H 5.580 4.052 -7.933 0.02
H -4.688 1.684 4.727 0.01
H 5.723 -5.734 5.907 -0.06
H 0.360 3.725 -3.316 0.07
H 3.168 3.809 -2.748 0.12
H 0.053 5.528 -1.245 -0.23
H -6.609 -1.335 2.225 0.03
H 4.888 4.108 -9.569 0.03
H -2.952 -3.765 -4.098 0.03
H -10.109 -4.988 9.556 0.03
H 2.707 -5.254 3.592 0.03
H 1.109 -3.392 -4.022 0.01
H -4.906 1.712 -1.547 0.02
H -6.720 -4.201 5.271 -0.02
H 5.533 -0.302 -1.745 0.07
H 0.893 1.400 -4.974 0.13
H 0.672 -1.047 -4.017 0.04
```

***

Entry 4:
# C32H55N2O8P3S

3 unconnected molecules or ions with the total composition C32H55N2O8P3S at a distorted geometry (ωB97M-V/def2-TZVPD, OMol25).

Values from the calculation:
SMILES = CCCCCCCCCCCCCCCCCO[C@](S)(CN(C)PP(=O)(O)O)[PH2]=N.O=C1C=CC(=O)C=C1.O=C1C=CC(=O)C=C1
HOMO energy = -8.6 eV
gap between HOMO and LUMO = 6.961 eV
energy = -3385.8411 Eh
strongest force on any atom = 4.7 eV/Å
spin multiplicity = 1

Geometry as XYZ:
```
101
Properties=species:S:1:pos:R:3:lowdin_charge:R:1
S -6.098 -0.231 -3.254 0.79
P -3.049 -4.221 -2.006 0.83
P -4.250 -4.463 -0.174 0.41
P -3.619 -1.084 -4.938 0.74
O -3.481 0.325 -2.531 -0.19
O -5.809 -3.888 -0.395 -0.20
O -3.685 -3.723 1.037 -0.40
O 11.678 -6.322 2.011 0.11
O 10.037 -1.370 1.108 0.10
O -4.403 1.254 3.714 0.09
O -8.020 -1.733 6.167 0.11
O -4.274 -6.090 0.243 -0.21
N -3.381 0.112 -5.967 -0.32
N -2.828 -2.470 -2.278 -0.41
C 10.162 -4.608 2.550 0.02
C 5.975 0.681 -0.127 -0.22
C 1.354 2.616 -1.258 -0.21
C -6.225 -1.640 4.652 0.02
C -7.107 0.409 5.848 0.02
C -5.316 -0.888 4.033 0.03
C -0.473 3.009 0.510 -0.21
C 11.302 -5.187 1.805 -0.39
C 11.967 -4.329 0.798 0.02
C -5.233 0.570 4.276 -0.37
C 7.333 -0.119 -0.170 -0.25
C 2.561 3.360 -0.554 -0.20
C 9.749 -3.362 2.321 0.02
C -2.810 2.968 1.652 -0.21
C 10.413 -2.505 1.314 -0.38
C -5.150 1.736 -0.629 -0.20
C 11.553 -3.084 0.569 0.02
C -2.084 -1.959 -1.085 -0.17
C -4.202 -1.926 -2.355 -0.38
C -1.717 3.872 0.962 -0.20
C -6.198 1.161 5.229 0.03
C -4.304 3.367 1.292 -0.19
C 0.042 3.434 -0.926 -0.20
C 5.639 1.169 -1.592 -0.21
C -7.191 -1.049 5.606 -0.39
C 4.102 1.542 -1.687 -0.22
C -4.274 -0.601 -3.238 -0.86
C -3.692 1.700 -2.828 -0.22
C -4.109 2.495 -1.515 -0.13
C 7.027 -1.612 -0.640 -0.10
C -5.078 2.054 0.915 -0.21
C 3.950 3.040 -1.228 -0.21
H 5.900 0.421 -2.368 0.11
H -2.680 2.907 2.757 0.10
H 2.595 3.103 0.524 0.11
H -6.120 2.131 1.320 0.11
H -1.745 -4.713 -1.682 -0.05
H -4.602 -1.303 3.332 0.12
H -4.838 -2.699 -2.849 0.08
H 0.350 3.048 1.264 0.11
H 9.689 -5.249 3.283 0.12
H -3.603 0.984 -5.490 -0.07
H 1.511 2.531 -2.358 0.11
H -3.869 -6.124 1.120 0.06
H 5.136 0.009 0.177 0.10
H -0.733 1.925 0.417 0.10
H -5.134 0.631 -0.740 0.07
H -3.144 2.703 -0.997 0.09
H -4.594 3.444 -1.850 0.12
H 8.916 -2.922 2.855 0.12
H 12.026 -2.443 -0.164 0.12
H 2.376 4.449 -0.675 0.10
H 7.601 -1.781 -1.578 0.07
H -2.189 4.369 0.087 0.09
H -7.821 0.824 6.549 0.12
H -6.122 2.228 5.393 0.12
H -1.406 -2.706 -0.629 0.06
H 4.732 3.218 -0.453 0.10
H -4.596 -1.681 -1.341 0.10
H -4.634 1.172 1.422 0.08
H -6.336 0.419 -4.438 -0.10
H -2.635 1.924 1.288 0.09
H -1.443 -1.095 -1.396 0.08
H -4.638 -1.935 -5.495 0.02
H 4.179 3.688 -2.100 0.11
H 3.720 1.391 -2.722 0.11
H 0.233 4.527 -0.901 0.11
H 6.000 1.551 0.566 0.10
H -2.749 -1.570 -0.278 0.08
H -4.368 4.173 0.533 0.10
H 7.800 -0.118 0.835 0.08
H -5.861 -3.087 0.145 0.06
H -4.358 1.930 -3.683 0.10
H -2.432 -1.849 -4.752 0.01
H 7.387 -2.290 0.163 0.05
H 12.799 -4.770 0.263 0.12
H 3.513 0.873 -1.018 0.10
H -2.693 2.129 -3.100 0.12
H -6.301 -2.707 4.488 0.12
H -4.740 3.761 2.244 0.10
H 5.936 -1.741 -0.791 0.06
H 1.290 1.586 -0.846 0.10
H -0.747 3.144 -1.660 0.09
H -1.388 4.620 1.719 0.11
H 8.006 0.388 -0.899 0.10
H 6.208 2.118 -1.752 0.11
H -6.167 2.052 -0.973 0.10
```